A 14-piece molecular cluster, C7H40NO13 overall. Source: OMol25; level of theory: the ωB97M-V functional and the def2-TZVPD basis.

Each atom is followed by the atoms it is bonded to, with distances in Å.
CARTESIAN COORDINATES (ANGSTROEM)
1 C -0.919 -2.996 -0.130  C2 1.502, N8 1.650, H9 1.134, H10 1.114
2 C 0.467 -2.466 -0.361  C1 1.502, C3 1.471, H11 1.072, H12 1.109
3 C 0.569 -1.403 -1.372  C2 1.471, C4 1.318, C7 1.476
4 C 0.742 -1.776 -2.625  C3 1.318, H13 1.121, H14 1.110
5 C 0.361 2.347 -1.653  C6 1.494, H15 1.054, H16 1.050, H17 1.165
6 C 0.054 0.893 -1.806  C5 1.494, C7 1.306, H18 1.086
7 C 0.534 0.015 -0.965  C3 1.476, C6 1.306, H19 1.088
8 N -1.698 -1.879 0.800  C1 1.650, H20 0.995, H21 1.002, H22 1.081
9 H -0.860 -3.896 0.558  C1 1.134
10 H -1.700 -3.148 -0.909  C1 1.114
11 H 1.147 -3.267 -0.575  C2 1.072
12 H 0.924 -2.125 0.589  C2 1.109
13 H 1.019 -1.121 -3.491  C4 1.121
14 H 0.616 -2.860 -2.829  C4 1.110
15 H -0.261 3.008 -1.116  C5 1.054
16 H 1.388 2.536 -1.543  C5 1.050
17 H 0.083 2.746 -2.712  C5 1.165
18 H -0.521 0.641 -2.691  C6 1.086
19 H 1.150 0.332 -0.126  C7 1.088
20 H -2.292 -1.349 0.202  N8 0.995
21 H -2.206 -2.238 1.585  N8 1.002
22 H -0.936 -1.175 1.104  N8 1.081
23 H -2.431 3.036 0.141  O25 0.961
24 H -2.167 2.525 1.458  O25 0.974
25 O -2.862 2.462 0.779  H23 0.961, H24 0.974
26 H 2.489 1.363 1.352  O28 0.946
27 H 2.473 1.513 2.853  O28 0.981
28 O 2.110 1.903 2.030  H26 0.946, H27 0.981
29 H -1.794 1.393 3.116  O31 0.986
30 H -0.403 2.034 3.051  O31 1.005
31 O -1.105 1.634 2.453  H29 0.986, H30 1.005
32 H 3.397 -2.025 1.500  O34 0.955
33 H 2.921 -2.979 2.709  O34 0.928
34 O 3.136 -2.127 2.413  H32 0.955, H33 0.928
35 H 4.596 1.769 -1.273  O37 0.970
36 H 3.851 0.855 -2.211  O37 0.970
37 O 3.939 1.056 -1.265  H35 0.970, H36 0.970
38 H -1.825 -2.159 -4.189  O40 0.947
39 H -2.553 -3.383 -3.401  O40 0.994
40 O -2.015 -2.549 -3.347  H38 0.947, H39 0.994
41 H 2.217 -0.986 4.920  O43 0.987
42 H 2.534 -0.927 3.437  O43 0.995
43 O 2.238 -0.334 4.179  H41 0.987, H42 0.995
44 H 0.595 -0.446 3.485  O46 0.948
45 H -0.428 0.169 2.695  O46 0.949
46 O -0.190 -0.692 3.015  H44 0.948, H45 0.949
47 H -3.066 3.828 -2.688  O49 0.941
48 H -3.501 2.328 -2.372  O49 0.966
49 O -3.188 3.173 -2.024  H47 0.941, H48 0.966
50 H 0.410 4.042 1.523  O52 0.958
51 H 1.398 3.334 2.503  O52 1.014
52 O 0.602 3.959 2.458  H50 0.958, H51 1.014
53 H -2.953 -0.814 -3.130  O55 0.979
54 H -3.756 -0.062 -2.030  O55 0.962
55 O -3.689 -0.187 -2.982  H53 0.979, H54 0.962
56 H 4.110 -0.838 -0.282  O58 0.999
57 H 4.641 -2.334 -0.422  O58 0.997
58 O 3.849 -1.793 -0.149  H56 0.999, H57 0.997
59 H -3.375 1.066 0.132  O61 1.040
60 H -4.398 0.213 -0.008  O61 0.996
61 O -3.471 0.160 -0.368  H59 1.040, H60 0.996

Largest force on an atom = 4.53 eV/Å
LUMO level = -2.38 eV
HOMO energy = -11.6224 eV
Charge = +1

How positive or negative is each atom? The Mulliken charges in e answer that: C -0.3463; C -1.2120; C 1.0896; C -1.2751; C -1.3593; C -0.2145; C 0.4914; N 0.0160; H 0.3519; H 0.2624; H 0.7288; H 0.1136; H 0.3840; H 0.2787; H 0.2564; H 0.3721; H 0.3089; H 0.2595; H 0.0551; H 0.2626; H 0.3740; H -0.1038; H 0.2798; H 0.3608; O -0.7256; H 0.1849; H 0.3343; O -0.6427; H 0.3196; H 0.2980; O -0.8391; H 0.3455; H 0.3026; O -0.7196; H 0.2717; H 0.3059; O -0.5634; H 0.3209; H 0.2573; O -0.5595; H 0.2882; H 0.4968; O -0.7226; H 0.4733; H 0.5204; O -0.7019; H 0.2624; H 0.2989; O -0.5656; H 0.2999; H 0.4337; O -0.6861; H 0.2889; H 0.4512; O -0.6958; H 0.3011; H 0.2926; O -0.6362; H 0.2691; H 0.3941; O -0.6878

A 3-piece molecular cluster, C3H6INS overall. Source: OMol25; level of theory: the ωB97M-V functional and the def2-TZVPD basis.

Each atom is followed by the atoms it is bonded to, with distances in Å.
CARTESIAN COORDINATES (ANGSTROEM)
1 C -4.120 -1.664 0.445  S5 1.487
2 C 0.156 -0.582 -1.192  C3 1.472, H8 1.103, H9 1.083, H10 1.019
3 C 0.004 -0.809 0.255  C2 1.472, N4 1.309, H11 1.131
4 N -0.678 -0.056 1.081  C3 1.309, H7 1.046
5 S -4.480 -2.578 -0.671  C1 1.487
6 I -3.628 1.200 0.129  H12 1.583
7 H -0.704 -0.390 2.072  N4 1.046
8 H 0.679 0.387 -1.263  C2 1.103
9 H 0.556 -1.366 -1.822  C2 1.083
10 H -0.760 -0.398 -1.599  C2 1.019
11 H 0.804 -1.446 0.738  C3 1.131
12 H -2.202 0.890 0.742  I6 1.583

Largest force on an atom = 3.96 eV/Å
LUMO level = 0.32 eV
HOMO energy = -8.3585 eV

How positive or negative is each atom? The Mulliken charges in e answer that: C 0.0392; C -0.9999; C 0.1360; N -0.5168; S -0.1127; I -0.1743; H 0.2165; H 0.2643; H 0.3227; H 0.2994; H 0.3082; H 0.2176

Calculated energy relative to the best compared isomer or geometry (same formula, charge and spin), 250.0; 196.8 kJ/mol (same order as the records).
Calculated electronic energy, -36008.7045; -23630.5088 eV (same order as the records).